[1]
Density functional theory data (ωB97M-V/def2-TZVPD) for a cluster of 10 separate species, C19H56F6N8O9P in total at a distorted geometry.

Max |F| in Eh/bohr: 0.146
Relative energy (zero: lowest compared OMol25 entry of this formula, charge and spin) in kJ/mol: 297.4
Net charge: -1

Geometry as XYZ:
```
99
Properties=species:S:1:pos:R:3:forces:R:3
P 0.150719 -0.572652 0.144369 -2.95 0.71 0.47
F -0.670146 0.855727 0.116977 1.17 -0.45 -0.93
F -0.104586 -0.573865 1.739495 0.14 -0.36 0.75
F -1.331499 -1.329314 0.026924 0.10 0.33 -0.36
F 0.745730 -2.024208 0.197534 1.45 -1.24 0.55
F 0.292992 -0.637569 -1.501200 0.27 1.08 1.39
F 1.566575 0.095830 0.462369 -0.16 0.11 -1.27
C 4.808542 -2.201056 1.439901 -1.21 0.81 0.34
O 5.933801 -2.271424 1.846620 2.27 -0.31 0.85
N 4.443445 -2.517093 0.225791 0.04 -1.27 -3.39
N 3.799951 -1.727300 2.173371 -0.46 0.80 2.16
H 5.195215 -2.882196 -0.341349 -0.52 -0.01 -0.23
H 3.495822 -2.466954 -0.120035 0.34 -0.11 0.01
H 4.170181 -1.402080 3.054998 -0.85 0.09 0.12
H 2.841607 -1.586629 1.887189 0.38 0.09 0.05
C 1.950331 -3.765482 -2.736454 1.15 -2.31 3.13
O 2.517341 -4.619739 -3.313142 1.96 -3.02 -4.71
N 1.648600 -4.050954 -1.485938 -2.18 -0.82 5.09
N 1.819073 -2.526112 -2.963607 -0.80 5.94 -2.40
H 1.246698 -3.390559 -0.835974 -0.02 -0.18 -0.46
H 1.721007 -4.977800 -1.091200 0.20 0.12 -0.78
H 2.154592 -2.089079 -3.810082 -0.14 -0.29 0.20
H 1.385329 -1.939220 -2.265384 0.05 0.10 -0.47
C -2.549851 -3.601655 2.990294 -1.13 0.59 2.95
O -2.687784 -4.334060 3.932042 0.08 -2.19 1.29
N -2.828448 -2.335661 3.045571 -0.68 4.31 0.74
N -2.232509 -3.853742 1.777351 2.38 -4.33 -5.62
H -2.748329 -1.925503 2.126088 -0.64 1.25 0.79
H -3.266701 -1.951226 3.870344 0.19 0.20 -0.51
H -2.007191 -4.819691 1.586909 0.04 0.07 -0.05
H -1.781512 -3.218033 1.135026 -0.18 0.28 0.24
C -1.313196 2.181342 3.678098 1.57 -1.34 0.03
O -1.228940 2.974708 4.535064 -1.34 3.88 5.34
N -1.512814 0.916460 3.817079 -2.01 -5.24 1.29
N -0.855134 2.509723 2.533719 1.43 2.21 -5.64
H -1.355439 0.245586 3.078673 -0.06 0.24 0.11
H -1.888812 0.553708 4.681463 0.28 0.23 -0.17
H -0.772642 1.905829 1.728352 -0.23 0.37 0.02
H -0.780559 3.516646 2.508124 0.38 -0.23 -0.83
C -3.275229 2.204131 -0.651412 -1.50 1.70 -0.78
C -4.342407 2.902098 -1.593617 2.08 -1.35 -1.31
C -5.634345 2.178306 -1.769752 -0.43 -0.34 1.00
O -4.519307 4.248076 -1.315597 -0.04 1.26 1.44
H -2.973531 1.289519 -1.161852 0.04 -0.07 0.47
H -3.652243 2.087348 0.364629 -0.05 -0.44 -0.04
H -2.443639 2.905858 -0.587009 0.19 -0.22 -0.08
H -3.835527 2.883922 -2.558419 0.23 -0.25 -0.47
H -6.270932 2.652602 -2.516674 -0.03 0.03 0.00
H -6.099710 2.230272 -0.785455 -0.59 -0.15 -0.04
H -5.511112 1.125352 -2.023109 0.13 0.04 -0.09
H -5.134650 4.656594 -1.928844 -0.02 -0.21 -0.12
C 0.876921 -5.088163 3.476856 -0.72 0.63 1.30
C 1.686167 -3.830935 3.797970 1.43 -0.47 -1.10
C 0.959110 -2.657839 4.352751 -0.95 0.48 -0.38
O 2.816436 -4.080746 4.607765 0.28 -0.64 1.08
H 1.476003 -5.974991 3.270107 0.17 0.26 -0.43
H 0.153354 -4.836554 2.701457 0.19 -0.31 -0.23
H 0.283176 -5.338829 4.355905 -0.17 -0.13 0.10
H 2.178991 -3.553095 2.866283 -0.59 0.50 -0.56
H 1.564027 -1.753155 4.413743 0.29 -0.18 -0.07
H 0.495365 -2.795034 5.329592 0.04 -0.38 0.00
H 0.175782 -2.445194 3.625232 -0.33 0.25 0.16
H 3.316658 -4.754805 4.141898 0.30 -0.04 0.17
C -2.391574 -1.424218 -2.829929 0.83 1.29 0.29
C -2.555131 -0.799098 -4.211911 2.04 0.46 1.23
C -1.141642 -0.533940 -4.888880 -0.57 0.19 0.08
O -3.306992 -1.595282 -5.026476 -1.17 -0.86 -1.56
H -1.722986 -2.281117 -2.747313 -0.23 -0.28 -0.31
H -3.338821 -1.568651 -2.310341 -0.02 -0.26 -0.23
H -1.861078 -0.632315 -2.301184 -0.08 -0.16 0.47
H -3.122757 0.106161 -3.996483 0.08 0.31 -0.58
H -1.116772 0.194296 -5.699539 -0.67 0.17 -0.05
H -0.826990 -1.455797 -5.378032 0.09 -0.30 0.22
H -0.327313 -0.203260 -4.244193 -0.27 -0.21 0.51
H -2.737907 -2.338769 -5.238546 -0.20 -0.32 -0.19
C -0.502750 3.075417 -2.914596 0.26 0.94 1.47
C -0.503493 4.647737 -2.987850 -0.07 -2.02 -0.64
C 0.837090 5.330880 -2.625503 -0.08 -0.64 -1.08
O -0.994348 4.888200 -4.333385 0.01 1.30 0.50
H -0.240443 2.720548 -1.917924 0.39 0.07 0.16
H 0.212915 2.628018 -3.604345 -0.14 0.06 -0.22
H -1.517687 2.692739 -3.022076 0.05 0.13 -0.62
H -1.305224 4.994120 -2.335658 0.01 0.19 -0.08
H 1.231205 5.100653 -1.635673 -0.57 0.13 0.24
H 0.820325 6.399227 -2.841048 -0.23 0.04 0.32
H 1.617805 4.928662 -3.271113 0.06 -0.13 -0.32
H -0.468290 4.441394 -5.000645 0.32 -0.18 0.30
C 3.196267 4.046807 1.941893 -0.07 1.08 0.60
C 3.649833 3.246480 0.773479 1.28 -1.62 -0.47
C 4.416652 1.940461 1.113295 -0.43 -0.29 1.40
O 2.519259 2.958108 -0.031932 0.23 0.39 -0.70
H 3.958005 4.337054 2.665499 0.19 -0.62 0.15
H 2.345224 3.568285 2.426506 0.10 -0.07 0.30
H 2.868452 5.024535 1.588789 -0.39 -0.03 -0.23
H 4.388577 3.809950 0.203511 -0.46 0.39 -0.49
H 5.280458 2.117965 1.753927 0.25 0.44 -0.13
H 4.752437 1.256842 0.333538 -0.24 0.60 -0.57
H 3.810465 1.306585 1.760482 -0.43 -0.07 0.01
H 1.816411 2.651881 0.545843 -0.08 -0.23 0.09
```
Positions in Å, forces in eV/Å.

---

[2]
Density functional theory data (ωB97M-V/def2-TZVPD) for a cluster of 9 separate species, C19H56O9 in total at a distorted geometry.

Max |F| in Eh/bohr: 0.036
Relative energy (zero: lowest compared OMol25 entry of this formula, charge and spin) in kJ/mol: 323.5
Net charge: 0
SMILES string: CC(C)O.CC(C)O.CC(C)O.CC(C)O.CCO.CCO.CO.CO.CO

Geometry as XYZ:
```
84
Properties=species:S:1:pos:R:3:forces:R:3
C -1.876275 0.559828 4.074504 0.12 0.56 0.87
C -1.919470 -0.209151 5.406369 -0.25 0.04 -0.74
C -0.940476 0.366705 6.419885 -0.10 -0.55 0.33
O -3.267377 -0.212750 5.884941 0.23 -0.22 0.23
H -1.045051 0.257149 3.439373 0.04 0.11 -0.03
H -1.755091 1.604118 4.394361 0.15 0.09 -0.53
H -2.824464 0.506097 3.541509 0.03 -0.33 -0.06
H -1.660838 -1.254451 5.228790 -0.19 -0.07 0.06
H -1.331893 1.266465 6.899709 0.03 0.17 -0.27
H 0.025604 0.564897 5.956439 0.00 0.11 -0.01
H -0.784853 -0.357703 7.223660 0.03 0.06 -0.02
H -3.520708 0.703866 6.030626 -0.04 0.06 0.06
C -2.968998 -3.634605 2.537759 0.44 -0.61 -0.68
C -3.723983 -2.367323 2.249554 -0.23 0.23 1.83
C -3.465929 -1.731854 0.917520 0.16 -0.41 -0.28
O -5.109312 -2.675969 2.461350 -0.05 0.00 -0.35
H -1.892623 -3.508613 2.396934 -0.04 0.16 -0.07
H -3.289041 -4.419023 1.842085 -0.01 -0.02 0.16
H -3.108603 -3.980018 3.558998 -0.26 0.05 0.02
H -3.445794 -1.684355 3.070571 0.09 0.19 -0.36
H -4.003846 -0.787121 0.848032 0.07 0.09 -0.17
H -3.802267 -2.407381 0.126684 -0.08 0.12 -0.05
H -2.392046 -1.580530 0.788997 -0.03 0.26 -0.02
H -5.588517 -1.847808 2.561198 -0.02 -0.04 -0.01
C -1.081921 -0.326546 -4.102406 0.17 0.64 -0.30
C -0.593237 -0.717720 -5.490154 0.18 -0.37 0.06
C -1.365070 -0.034466 -6.596278 -0.03 0.05 0.24
O 0.789057 -0.383672 -5.671385 -0.13 0.03 -0.04
H -2.171638 -0.316913 -4.089741 -0.02 -0.39 0.29
H -0.777644 0.702949 -3.884087 0.09 -0.06 -0.08
H -0.647508 -0.974822 -3.342153 -0.24 -0.07 0.11
H -0.698807 -1.807052 -5.586460 -0.07 0.07 -0.10
H -2.433800 -0.174244 -6.432472 -0.02 0.01 -0.08
H -1.105688 -0.443454 -7.569546 0.08 0.07 -0.05
H -1.145556 1.034509 -6.571829 -0.03 0.01 -0.11
H 1.319188 -0.934978 -5.089006 -0.01 -0.01 0.04
C 3.216073 0.965344 -3.920244 0.36 -0.49 -0.20
C 4.145263 1.740012 -3.007577 0.01 -0.07 0.22
C 3.549639 1.926842 -1.628905 -0.30 -0.13 0.19
O 5.395188 1.059333 -2.858259 -0.01 -0.03 -0.10
H 2.272634 1.469475 -4.115502 0.01 0.03 -0.03
H 3.008342 -0.019274 -3.478259 -0.15 0.17 0.21
H 3.710789 0.732701 -4.870063 -0.14 0.34 -0.06
H 4.365924 2.727347 -3.423707 -0.01 -0.04 -0.16
H 3.259062 0.959041 -1.210017 0.13 -0.01 -0.02
H 2.637494 2.530869 -1.664113 0.12 0.11 -0.08
H 4.264364 2.385089 -0.947264 -0.01 0.09 -0.04
H 5.349481 0.222189 -3.329563 0.04 0.06 0.02
C 0.915289 3.376796 2.045556 0.72 -0.15 0.42
C 2.340175 3.234209 1.510422 -0.73 0.73 -0.01
O 2.920654 4.501883 1.195198 0.13 -0.04 0.03
H 0.953473 3.865725 3.020995 -0.13 0.18 -0.11
H 0.515965 2.374787 2.206860 -0.26 0.07 -0.15
H 0.301595 3.957392 1.359912 -0.18 -0.10 0.01
H 2.300769 2.616392 0.612521 0.36 -0.32 0.15
H 2.965833 2.822854 2.297202 0.16 -0.35 -0.24
H 2.591303 4.799200 0.342560 -0.06 -0.03 0.03
C -0.517360 2.594536 -1.481663 1.32 -0.22 -0.94
C -1.834618 2.543907 -0.791128 -0.55 -0.09 -0.12
O -1.656195 1.932721 0.486709 -0.18 0.07 -0.07
H 0.319558 3.004278 -0.909792 -0.39 0.23 0.28
H -0.551032 3.134342 -2.431097 -0.28 0.23 0.14
H -0.161686 1.605785 -1.791217 -0.28 -0.09 0.26
H -2.525736 1.954943 -1.411208 0.02 -0.02 0.18
H -2.297205 3.527959 -0.677547 0.23 0.10 0.08
H -2.458218 2.058520 1.002409 0.05 -0.13 0.09
C 0.807848 -2.279151 3.359043 0.52 0.66 0.39
O 1.714709 -1.205942 3.093619 -0.08 -0.45 -0.27
H -0.213851 -1.944705 3.169272 -0.11 -0.22 0.10
H 1.017169 -3.195544 2.798528 0.06 0.12 -0.18
H 0.966220 -2.489688 4.416263 -0.37 -0.22 0.03
H 1.398021 -0.769693 2.293104 -0.09 0.18 0.08
C 0.708581 -0.655656 -0.167091 -0.29 -0.52 -0.70
O 0.130011 -0.115690 0.996885 0.18 -0.03 0.12
H 0.603856 -1.747501 -0.162651 0.11 0.08 0.19
H 0.184834 -0.328434 -1.070778 0.06 0.10 0.06
H 1.769571 -0.416420 -0.285752 -0.05 0.12 0.21
H -0.465561 0.617574 0.769583 0.00 0.03 0.07
C 2.601863 -4.027370 -2.116492 0.30 0.08 -0.21
O 2.238958 -4.838492 -3.226051 -0.04 -0.02 0.10
H 2.040909 -3.087727 -2.110334 -0.02 0.00 0.07
H 2.402361 -4.573954 -1.198529 -0.16 -0.07 -0.04
H 3.671975 -3.799762 -2.129835 -0.04 0.06 0.05
H 2.730208 -4.541089 -3.996347 -0.04 -0.02 0.03
```
Positions in Å, forces in eV/Å.

---

Question: Which formula does entry 1 have?
Answer: C19H56F6N8O9P